ORCA calculation (the ωB97M-V functional and the def2-TZVPD basis) on a molecular structure, C28H35N7OSSe2Y in a non-equilibrium geometry.

XYZ file:
```
75
C28H35N7OSSe2Y (the ωB97M-V functional and the def2-TZVPD basis)
Y -0.26 -0.03 -0.25
C 0.12 -1.00 4.56
C 0.17 -1.03 3.10
N -0.07 0.05 2.37
N -0.29 1.20 3.00
C -0.52 2.20 2.13
O -0.58 1.96 0.78
C -0.81 3.52 2.68
C -1.19 3.79 3.99
C -1.59 5.03 4.44
C -1.54 6.08 3.56
C -1.11 5.86 2.23
C -0.84 4.60 1.79
C 0.43 -2.23 2.45
C 0.99 -3.41 3.04
C 1.18 -4.55 2.25
C 0.69 -4.55 0.97
C 0.12 -3.40 0.46
N 0.14 -2.22 1.08
H 0.04 0.01 4.91
H 0.97 -1.58 4.98
H -0.82 -1.56 4.90
H -1.13 2.93 4.66
H -1.84 5.20 5.47
H -1.68 7.15 3.89
H -1.23 6.69 1.52
H -0.71 4.40 0.69
H 1.25 -3.44 4.12
H 1.87 -5.34 2.51
H 0.72 -5.35 0.30
H -0.30 -3.36 -0.54
C 0.38 -5.04 -4.13
C 0.04 -3.64 -4.86
N -0.87 -2.89 -4.11
C -0.55 -2.18 -2.98
S -1.84 -1.43 -2.12
N 0.76 -2.13 -2.69
N 1.16 -1.27 -1.74
C 2.49 -1.16 -1.70
C 3.40 -1.81 -2.64
C 3.01 -0.26 -0.69
C 4.39 -0.29 -0.30
C 4.85 0.73 0.55
C 4.01 1.77 1.02
C 2.65 1.65 0.61
N 2.17 0.60 -0.11
H 0.94 -5.64 -4.79
H -0.49 -5.64 -3.92
H 0.91 -4.94 -3.22
H -0.49 -3.90 -5.80
H 0.96 -3.11 -4.98
H -1.89 -2.87 -4.31
H 2.78 -2.39 -3.32
H 4.09 -2.49 -2.13
H 3.99 -1.09 -3.23
H 5.07 -1.14 -0.54
H 5.89 0.66 1.00
H 4.38 2.63 1.62
H 1.85 2.30 0.99
C -1.30 1.48 -4.28
Se -1.05 2.13 -2.45
C -2.87 2.58 -1.69
C -3.79 1.51 -1.51
Se -3.41 0.24 0.02
C -3.72 1.42 1.60
H -1.73 2.29 -4.90
H -2.08 0.70 -4.34
H -0.29 1.22 -4.70
H -3.27 3.43 -2.35
H -2.53 2.94 -0.73
H -3.99 0.88 -2.41
H -4.83 1.75 -1.22
H -3.43 2.43 1.28
H -3.12 0.95 2.40
H -4.79 1.38 1.77
```

Summary:
**Energy relative to the best compared isomer or geometry (same formula, charge and spin)**: 31.70 kcal per mole
**E_LUMO**: -3.386 eV
**Charge**: +1
**Kohn-Sham gap**: 6.86 eV
**Spin multiplicity**: 1
**Total energy**: -6785.779464 Ha

Atomic partial charges in e from the Mulliken method, atoms 1 to 2: number 1, Y, carries 0.6669; number 2, C, carries -1.5451